Record 1
DFT (wB97M-V/def2-TZVPD) results for one molecule with the formula C3H3NO2S2.

The total charge is 0. Its spin multiplicity is 1. For the gap between HOMO and LUMO (spin up / spin down), the calculation gives 0.2166 / 0.2328 hartree. The HOMO energy (spin up / spin down) comes out at -7.3 / -7.6 eV. The value obtained for the lowest unoccupied orbital energy (spin up / spin down) is -1.41 / -1.22 eV.

Each line ends with the Löwdin charge.
CARTESIAN COORDINATES (ANGSTROEM)
C1 -0.3358 -1.5217 -0.1982  -0.358
C2 -0.7679 -0.2480 -0.3365  -0.544
C3 1.9274 -0.5150 0.8729  -1.053
N1 -0.0472 0.6996 0.1989  0.008
O1 -1.8165 -0.0707 -1.1939  0.096
O2 -0.5444 2.0413 -0.0643  -0.025
S1 3.0794 0.3317 1.6036  0.678
S2 1.1890 -1.9081 0.5736  1.001
H1 -1.0895 -2.2445 -0.3197  0.059
H2 -1.7067 0.8499 -1.4141  0.091
H3 0.1121 2.5853 0.2776  0.048

---

Record 2
DFT (wB97M-V/def2-TZVPD) results for a 7-piece molecular cluster, C28H53N3O4 overall.

The total charge is 0. Its spin multiplicity is 1. For the gap between HOMO and LUMO, the calculation gives 0.3785 hartree. The HOMO energy comes out at -9.6 eV. The value obtained for the lowest unoccupied orbital energy is 0.71 eV.

Each line ends with the Löwdin charge.
CARTESIAN COORDINATES (ANGSTROEM)
C1 -0.0221 -0.7075 7.9806  -0.141
C2 0.3656 -1.1517 6.5530  -0.154
C3 -0.3237 -0.1202 5.6339  -0.189
O1 -0.2420 1.1239 6.3765  -0.193
C4 -0.3406 0.8047 7.8387  -0.122
H1 0.7904 -0.8486 8.6157  0.082
H2 -0.8845 -1.2477 8.2638  0.094
H3 -0.0227 -2.1201 6.2732  0.098
H4 1.4704 -1.2636 6.4776  0.118
H5 -1.3273 -0.4799 5.4332  0.112
H6 0.1394 0.1059 4.6590  0.090
H7 -1.4034 0.9760 8.0816  0.113
H8 0.2180 1.5414 8.3641  0.098
C5 1.2751 -4.3301 -2.4204  -0.178
C6 0.3543 -3.1426 -2.2727  -0.166
C7 -0.9897 -3.8077 -1.9183  -0.122
O2 -0.8286 -5.1873 -2.4080  -0.142
C8 0.3482 -5.2879 -3.1675  -0.224
H9 1.5768 -4.7295 -1.4501  0.116
H10 2.2345 -4.2507 -2.9067  0.107
H11 0.4845 -2.6055 -3.1917  0.096
H12 0.7623 -2.5527 -1.4948  0.077
H13 -1.7159 -3.2676 -2.4366  0.082
H14 -1.1600 -3.8673 -0.8534  0.120
H15 0.2029 -5.0335 -4.1976  0.106
H16 0.6666 -6.3359 -3.1143  0.124
C9 4.6916 0.1007 -0.0580  -0.154
C10 4.4271 -0.8421 1.1287  -0.156
C11 2.9338 -1.2028 1.0370  -0.214
O3 2.5533 -0.7474 -0.2416  -0.170
C12 3.6902 -0.5031 -1.0154  -0.230
H17 5.6692 -0.0588 -0.4889  0.101
H18 4.6547 1.1852 0.0297  0.115
H19 4.6692 -0.4074 2.0948  0.102
H20 5.0216 -1.7747 1.0817  0.115
H21 2.3072 -0.6841 1.8371  0.096
H22 2.7738 -2.2920 1.2129  0.122
H23 3.3792 0.1990 -1.8153  0.134
H24 4.0719 -1.4661 -1.3683  0.122
C13 -2.5252 -1.9898 -5.8725  -0.181
C14 -3.6103 -0.9696 -5.5065  -0.153
C15 -2.9670 -0.2305 -4.3992  -0.215
O4 -1.5944 -0.1646 -4.7513  -0.157
C16 -1.2884 -1.2656 -5.6271  -0.201
H25 -2.6857 -2.3138 -6.9124  0.127
H26 -2.6967 -2.8510 -5.2772  0.101
H27 -4.5087 -1.4718 -5.2432  0.104
H28 -3.8735 -0.3120 -6.3597  0.130
H29 -2.9803 -0.7395 -3.4040  0.132
H30 -3.2200 0.8004 -4.1938  0.104
H31 -0.4921 -1.8987 -5.2639  0.108
H32 -1.0546 -0.8581 -6.6047  0.122
C17 -2.2808 3.4392 -3.2969  -0.108
C18 -1.4205 3.0937 -4.4990  -0.244
C19 -0.0380 2.5228 -4.0884  -0.193
C20 0.6261 3.4183 -3.1506  -0.235
N1 0.9543 4.1645 -2.3102  0.141
H33 -3.2459 3.9182 -3.5708  0.088
H34 -1.7365 4.2508 -2.7759  0.073
H35 -2.3879 2.6138 -2.6293  0.039
H36 -1.1473 3.9964 -5.0715  0.116
H37 -1.9392 2.3711 -5.1299  0.087
H38 0.5741 2.1918 -4.9287  0.121
H39 -0.1976 1.6219 -3.5335  0.080
C21 -0.3616 3.8041 2.7138  -0.117
C22 -0.4001 3.5400 4.2185  -0.222
C23 1.0775 3.5751 4.7836  -0.156
C24 1.7415 2.4580 4.1448  -0.254
N2 2.2015 1.5491 3.6126  0.174
H40 -0.1137 4.8273 2.4706  0.065
H41 -1.3592 3.5891 2.2073  0.090
H42 0.3783 3.0997 2.1999  0.075
H43 -0.7970 2.5700 4.3899  0.076
H44 -0.9667 4.2843 4.7650  0.106
H45 1.0523 3.3702 5.8445  0.101
H46 1.6419 4.4896 4.5727  0.124
C25 -1.2636 0.5832 -0.7055  -0.093
C26 -0.4443 0.7757 0.5277  -0.267
C27 -0.3217 -0.4524 1.3564  -0.194
C28 -1.6410 -0.8433 1.8524  -0.230
N3 -2.7238 -1.0424 2.1368  0.153
H47 -2.3273 0.3764 -0.5538  0.082
H48 -0.8443 -0.2666 -1.2480  0.075
H49 -1.2601 1.4776 -1.3685  0.058
H50 -0.8963 1.5307 1.1385  0.080
H51 0.5079 1.2345 0.2046  0.127
H52 0.3412 -0.3177 2.1959  0.080
H53 0.0428 -1.2707 0.7871  0.094

---

Record 3
DFT (wB97M-V/def2-TZVPD) results for one molecule with the formula C4H7NO.

The total charge is 0. Its spin multiplicity is 1. For the gap between HOMO and LUMO, the calculation gives 0.4341 hartree. The HOMO energy comes out at -11.3 eV. The value obtained for the lowest unoccupied orbital energy is 0.48 eV.

Each line ends with the Löwdin charge.
CARTESIAN COORDINATES (ANGSTROEM)
C1 1.5347 0.2204 -0.2649  -0.101
C2 0.3712 0.3852 0.7012  -0.204
C3 -0.8390 -0.2936 0.0921  -0.432
O1 -1.8835 -0.5144 1.0098  0.001
C4 -1.3388 0.3465 -1.1415  -0.151
N1 -1.6963 0.7622 -2.1592  0.163
H1 2.4534 0.6419 0.1410  0.074
H2 1.7078 -0.8437 -0.4750  0.081
H3 1.3118 0.7126 -1.2177  0.077
H4 0.1611 1.4362 0.9254  0.125
H5 0.5610 -0.1181 1.6575  0.122
H6 -0.5105 -1.3011 -0.2285  0.151
H7 -1.8419 -1.4679 0.9294  0.093

---

Record 4
DFT (wB97M-V/def2-TZVPD) results for an isolated ion of composition C6H12N and charge +1.

The total charge is +1. Its spin multiplicity is 1. For the gap between HOMO and LUMO (spin up / spin down), the calculation gives 0.3219 / 0.3219 hartree. The HOMO energy (spin up / spin down) comes out at -14.4 / -14.4 eV. The value obtained for the lowest unoccupied orbital energy (spin up / spin down) is -5.59 / -5.60 eV.

Each line ends with the Löwdin charge.
CARTESIAN COORDINATES (ANGSTROEM)
C1 1.7642 -1.0008 -0.9025  0.088
C2 -0.6147 -0.2141 0.0799  -0.187
C3 -0.9402 -1.4667 0.7540  -0.005
C4 0.7350 2.0141 0.2841  -0.006
C5 -1.1813 -0.0489 -1.2364  0.001
C6 0.5446 0.5540 0.6481  -0.381
N1 1.5517 -0.0599 -0.0675  0.078
H1 1.0263 -1.5651 -1.3963  0.073
H2 2.8205 -1.0532 -1.1382  0.110
H3 -0.3093 -1.6009 1.5958  0.082
H4 -0.5963 -2.3983 0.0790  0.166
H5 -2.0488 -1.4799 0.9422  0.147
H6 -0.1486 2.5727 0.5185  0.094
H7 1.5327 2.5190 0.7455  0.086
H8 0.9337 1.9685 -0.7831  0.089
H9 -0.5396 0.6541 -1.8202  0.125
H10 -2.0824 0.5974 -0.9604  0.172
H11 -1.4220 -1.0092 -1.6352  0.099
H12 0.6169 0.6292 1.7228  0.169